No. 1
C60H72N4O2P2PbS3 | the ωB97M-V functional and the def2-TZVPD basis

Last column: Löwdin charge in e.
Element x y z (Å)
Pb: -0.55872 -1.56549 0.27766  1.262
S: 2.23116 -5.88831 1.52341  0.988
S: 0.19880 1.73555 2.22521  0.616
S: 2.82874 -0.28993 1.79734  0.749
P: -3.37697 -1.64056 2.94721  0.906
P: -2.94155 0.87731 1.05929  0.859
O: -2.29434 -0.64187 -1.28456  -0.264
O: 1.61399 -2.23877 -0.70688  -0.226
N: 0.63987 -3.90388 1.61400  0.019
N: 0.30918 -0.04211 -1.45781  0.030
N: 2.23583 -2.41142 4.60524  0.161
N: 0.26229 -1.88479 3.70976  0.189
C: 1.80814 -1.29267 5.28328  -0.203
C: 2.06452 3.47444 3.10363  -0.163
C: -1.71482 -3.84359 -2.05037  -0.154
C: -2.78970 0.63536 -3.23956  -0.100
C: -1.62881 -3.49734 -0.69835  -0.304
C: -2.93561 -2.60385 4.47438  -0.300
C: 3.79782 -3.66941 -2.15314  -0.047
C: -4.14387 1.49350 5.52842  -0.110
C: 0.56119 -0.98387 4.71296  -0.236
C: -0.17269 0.10265 5.18640  -0.037
C: -3.09973 -5.40331 -0.23833  -0.131
C: -2.10605 4.35433 -5.21284  -0.082
C: 4.33860 -3.15328 0.24344  -0.072
C: 4.44098 -2.64362 -1.20302  -0.529
C: -4.76579 -0.98410 -2.75405  -0.057
C: 0.36664 0.83705 6.22562  -0.093
C: 3.32131 3.89584 3.45094  -0.130
C: 2.44013 1.19746 -1.55095  0.010
C: 2.93918 1.29973 2.39865  -0.714
C: 3.80413 1.13027 -1.68767  -0.180
C: -4.87524 0.51822 -4.70892  -0.083
C: -0.57576 0.73196 -2.15153  -0.180
C: -2.73083 2.61599 0.46792  -0.302
C: 6.11628 2.16779 -1.92648  -0.077
C: -0.30174 1.89685 -2.88697  0.019
C: -2.34459 -4.31284 0.18699  -0.192
C: 5.92610 -2.54509 -1.55906  -0.083
C: -5.16135 -2.16391 2.84902  -0.289
C: 1.80747 2.17568 2.57526  -0.740
C: -1.25779 2.50731 -3.68215  -0.197
C: 3.72015 -1.29651 -1.32328  -0.120
C: 4.60555 2.41268 -1.92103  -0.550
C: -1.92817 0.19190 -2.18000  -0.338
C: -4.65066 0.63289 0.36220  -0.273
C: 1.64423 0.04443 -1.36932  -0.235
C: -3.91124 -0.25891 -3.80583  -0.524
C: 1.60245 0.50522 6.79875  -0.110
C: -4.01493 0.22383 4.98681  -0.125
C: 0.32142 3.85992 -5.11258  -0.053
C: -3.19651 -1.32596 -4.65712  -0.041
C: -3.18452 -5.69917 -1.59383  -0.142
C: 1.43993 -3.80374 2.72489  -0.311
C: 2.30231 -1.22412 -1.06819  -0.391
C: 4.40861 -0.14296 -1.63239  0.001
C: -3.55474 2.44060 3.39959  -0.099
C: -2.45804 1.81562 -3.89457  -0.014
C: -2.48629 -4.91118 -2.50163  -0.126
C: 2.36282 -4.80172 2.83993  -0.368
C: 4.22834 1.78378 2.76431  -0.180
C: 0.93567 -4.92444 0.89389  -0.445
C: -3.89663 2.60198 4.73352  -0.101
C: 2.34302 -0.57198 6.34432  -0.036
C: 4.21864 3.00820 -3.28393  -0.051
C: 4.42626 3.03453 3.28382  -0.139
C: -0.83652 4.90411 -3.15365  -0.051
C: -3.64178 0.04285 3.65522  -0.410
C: 4.29303 3.43088 -0.81475  -0.041
C: 1.28113 -2.68657 3.64999  -0.314
C: -0.97745 3.88176 -4.29414  -0.558
C: -3.43544 1.17354 2.82765  -0.390
H: -2.49608 2.56264 -0.59884  0.028
H: 4.43847 2.29890 -4.08591  0.087
H: 0.45249 -5.17155 -0.04294  0.084
H: 5.06202 1.10487 2.62782  0.078
H: -2.57156 -1.94417 -4.01210  0.066
H: -5.19767 -3.20896 2.53285  0.028
H: -2.23212 -2.02291 5.07040  0.016
H: -3.62054 -6.02415 0.48606  0.082
H: 0.25713 3.11487 -5.90892  0.088
H: 4.49574 3.00142 0.16802  0.078
H: 1.21242 4.12779 3.24211  0.077
H: -5.68470 -1.55908 2.10876  0.015
H: 6.41017 1.49970 -2.73975  0.077
H: -3.14933 2.20777 -4.62644  0.074
H: -1.12649 0.35709 4.74189  0.085
H: -1.88503 3.07286 0.98094  -0.016
H: 3.88305 -3.33546 -3.19109  0.084
H: 6.07202 -2.16861 -2.57526  0.080
H: 0.69171 2.31423 -2.85052  0.076
H: -2.30911 -4.09079 1.25338  0.057
H: -2.55533 -0.85388 -5.40558  0.085
H: -4.42275 1.61712 6.56912  0.090
H: -3.92186 -1.97348 -5.16438  0.077
H: 3.15926 -2.80103 4.63053  0.146
H: -3.96375 3.59724 5.15952  0.093
H: -3.63637 3.21520 0.60446  0.034
H: -4.66193 1.11551 -0.61634  0.025
H: 0.50673 4.84097 -5.56289  0.075
H: -4.13786 -1.46047 -2.00740  0.065
H: 6.63950 3.11760 -2.06836  0.074
H: -1.15854 -3.25841 -2.77853  0.086
H: -4.38073 0.92358 -5.59409  0.070
H: -5.42038 1.06723 1.00262  0.038
H: -5.33983 1.34035 -4.15813  0.085
H: 1.17880 3.60826 -4.48745  0.056
H: 3.29104 -0.83569 6.79757  0.097
H: -3.81090 -2.86792 5.07192  0.023
H: 3.24221 3.72465 -0.82926  0.079
H: -0.53455 5.88476 -3.53972  0.075
H: -2.26532 3.65836 -6.03993  0.081
H: -2.42339 -3.51518 4.16102  0.023
H: 5.42188 3.36242 3.56246  0.082
H: -0.17095 1.69969 6.60038  0.095
H: 5.47468 -0.20784 -1.79604  0.076
H: -4.83546 -0.43050 0.20799  0.016
H: -5.43620 -0.28096 -2.25228  0.067
H: -0.09530 4.57072 -2.42579  0.079
H: -4.19154 -0.63788 5.62106  0.089
H: 4.90037 4.33438 -0.93701  0.077
H: 3.29199 -3.20777 0.53897  0.044
H: 4.30210 -4.63796 -2.05377  0.073
H: 3.15118 3.23152 -3.31935  0.058
H: 4.79359 -4.14713 0.33402  0.072
H: -5.37900 -1.74502 -3.24997  0.077
H: 3.10272 -4.96793 3.60707  0.065
H: -3.04271 4.45837 -4.66117  0.081
H: 2.74364 -3.79011 -1.91158  0.069
H: 4.77288 3.93443 -3.47406  0.076
H: -2.54936 -5.13220 -3.56335  0.085
H: 1.94938 2.15958 -1.51786  0.100
H: -3.35064 3.32070 2.80356  0.085
H: 6.37232 -3.54194 -1.49962  0.075
H: -5.66778 -0.15355 -5.05040  0.075
H: -3.78686 -6.53365 -1.93721  0.079
H: -5.65249 -2.05054 3.81832  0.025
H: 3.46770 4.89457 3.84845  0.082
H: 1.98981 1.10595 7.61267  0.088
H: 6.44687 1.73484 -0.97943  0.087
H: -1.85356 5.33057 -5.63715  0.075
H: 4.83900 -2.46092 0.92418  0.066
H: -1.78870 5.01477 -2.62912  0.083
H: 6.45678 -1.89260 -0.86123  0.081

LUMO level (spin up / spin down)   3.67 / 3.67 eV
Charge   -2
Relative energy (zero: lowest compared OMol25 entry of this formula, charge and spin)   0.0 kJ/mol


No. 2
C4H4N2S | the ωB97M-V functional and the def2-TZVPD basis

Last column: Mulliken spin population.
Element x y z (Å)
S: -2.40142 0.07222 -0.16503  0.353
N: 1.79988 -0.67316 -0.40663  0.013
N: -1.05619 1.17299 -0.14941  0.055
C: 0.57048 -0.70041 0.38634  0.059
C: 1.48978 0.67032 -0.18702  0.208
C: 0.12751 0.58995 0.03662  0.022
C: -1.67198 -1.30041 -0.08514  1.262
H: 2.62962 -0.87191 0.07090  -0.001
H: -2.30127 -2.16614 -0.28237  0.026
H: 2.11525 1.34430 0.19695  0.014
H: -1.30167 1.86224 0.58478  -0.012

Expectation value of S²   2.0580
Multiplicity   3
LUMO level (spin up / spin down)   0.59 / -1.40 eV
Charge   0
Relative energy (zero: lowest compared OMol25 entry of this formula, charge and spin)   611.8 kJ/mol


No. 3
C6H16NO2 | the ωB97M-V functional and the def2-TZVPD basis

Last column: natural (NBO) charge in e.
Element x y z (Å)
O: 1.32309 -2.19122 2.64609  -0.745
O: -2.37672 -0.57973 -2.58484  -0.930
N: 0.67585 0.14867 1.73267  -0.689
C: 1.02273 -2.26220 1.26156  -0.077
C: -0.06972 3.19520 -1.08464  -0.661
C: 0.03514 -0.64375 -0.46667  -0.516
C: -0.40988 0.78659 -0.70035  -0.233
C: 0.34557 1.74918 -1.24076  -0.147
C: 0.08009 -1.04395 0.98729  -0.050
H: -0.82392 -1.35135 1.50932  0.229
H: 1.52004 0.33599 1.17706  0.434
H: 1.31123 1.43300 -1.62793  0.209
H: -3.03722 -0.63789 -1.87271  0.462
H: -0.57286 -1.30575 -1.09306  0.283
H: 0.20229 1.04974 1.64876  0.454
H: -1.07758 3.41135 -0.74861  0.230
H: 1.97889 -2.23783 0.69671  0.195
H: 0.96798 -0.86381 -1.01473  0.233
H: 0.91720 -2.92505 3.13240  0.503
H: 0.47836 -3.16345 0.96514  0.211
H: -2.72770 -1.31575 -3.09256  0.475
H: 0.69699 3.73574 -0.53628  0.228
H: -1.39634 1.04352 -0.28711  0.199
H: 0.98578 -0.02404 2.69037  0.463
H: -0.04929 3.65680 -2.09712  0.239

LUMO level   -3.01 eV
Charge   +1
Relative energy (zero: lowest compared OMol25 entry of this formula, charge and spin)   125.6 kJ/mol